113
Properties=species:S:1:pos:R:3:forces:R:3:lowdin_charge:R:1 method="wB97M-V/def2-TZVPD" relative_energy_ev=0.840 lumo_energy_ev=-2.31 spin_multiplicity=1 charge=+1 e_tot_ev=-71195.603
Y 0.093864 0.238742 -0.823518 0.30 -0.10 -1.11 1.525
O -2.225420 4.095141 -0.887715 -0.09 0.05 0.00 0.051
C -1.311614 3.283631 -0.890322 0.09 -0.17 0.08 -0.474
N -1.354649 1.972048 -0.527211 -0.47 0.10 0.01 -0.031
C -2.646948 1.475252 -0.170379 0.17 0.22 -0.17 -0.221
C -3.535312 2.205357 0.613799 -0.10 -0.08 0.07 -0.029
C -4.833606 1.758627 0.826219 0.07 -0.06 -0.04 -0.091
C -5.255357 0.583198 0.221731 0.03 0.03 0.03 -0.106
C -4.364037 -0.184789 -0.519329 -0.03 -0.03 -0.07 -0.053
C -3.035225 0.220345 -0.688578 0.08 -0.13 -0.04 -0.210
N -2.016067 -0.511881 -1.356240 -0.33 0.02 -0.01 -0.010
C -2.267418 -1.659349 -2.009393 0.14 0.02 0.01 -0.485
O -3.303858 -2.315526 -2.092486 -0.11 0.06 0.00 0.027
C -1.053459 -2.204553 -2.747740 -0.23 0.12 0.21 -0.218
C -1.252288 -3.034778 -3.835612 0.20 -0.15 -0.06 0.016
C -0.135718 -3.520536 -4.495645 -0.02 -0.04 -0.05 -0.029
C 1.129287 -3.199770 -4.018556 0.01 -0.04 -0.03 -0.036
C 1.233131 -2.373393 -2.916846 -0.05 -0.04 0.16 -0.135
N 0.159861 -1.859400 -2.306877 -0.03 0.20 0.02 0.013
C 0.039187 3.772497 -1.372651 -0.04 -0.14 0.24 -0.207
C 0.120341 5.031264 -1.952125 0.04 0.04 0.02 0.010
C 1.358982 5.492286 -2.356963 0.00 0.06 -0.03 -0.036
C 2.466769 4.677745 -2.172482 0.02 0.07 -0.01 -0.050
C 2.281895 3.428557 -1.613380 -0.02 -0.10 0.13 -0.146
N 1.092916 2.973900 -1.206282 -0.13 -0.08 -0.19 0.095
H -3.218190 3.154843 1.019455 -0.01 -0.03 -0.01 0.108
H -5.516610 2.351780 1.421299 0.00 -0.01 -0.02 0.103
H -6.282398 0.252842 0.320738 0.00 0.02 -0.01 0.102
H -4.700278 -1.088264 -1.003591 0.02 0.00 0.03 0.095
H -2.263575 -3.278220 -4.126725 0.01 0.00 -0.01 0.124
H -0.246797 -4.152125 -5.367985 0.01 0.00 0.01 0.116
H 2.025096 -3.578985 -4.490872 -0.02 -0.01 -0.01 0.112
H 2.194135 -2.114175 -2.489601 -0.01 0.03 -0.01 0.103
H -0.786842 5.608404 -2.057759 0.01 -0.01 0.00 0.123
H 1.460738 6.467975 -2.815155 0.00 -0.01 0.02 0.115
H 3.458702 4.991522 -2.469990 -0.03 0.01 -0.01 0.113
H 3.123775 2.756966 -1.494221 -0.03 0.04 -0.02 0.101
C 0.231574 -4.254311 -0.046200 -0.08 -0.02 0.06 -0.070
C 1.681376 -4.199090 0.450254 -0.07 0.08 0.08 -0.353
C 1.953787 -5.366492 1.392871 0.03 -0.07 0.05 -0.076
C 2.084037 -2.878355 1.073035 -0.01 -0.24 -0.16 -0.283
C 2.668609 -2.664371 2.337516 -0.11 -0.02 0.05 -0.011
C 3.064806 -1.348605 2.314902 -0.02 -0.01 0.05 -0.065
N 2.728244 -0.826509 1.124212 0.21 0.07 -0.25 -0.067
N 2.103623 -1.761881 0.348198 0.05 0.28 0.20 0.112
B 3.427921 0.397886 0.480563 -0.15 -0.01 0.14 -0.495
N 2.831961 1.742855 1.086186 -0.20 -0.16 0.05 0.052
C 3.477513 2.896032 1.287929 0.11 0.01 -0.05 -0.052
C 2.627175 3.814068 1.875677 0.05 0.03 0.03 0.029
C 1.415129 3.143742 2.055323 0.02 0.06 -0.05 -0.186
N 1.581240 1.902589 1.591783 0.32 -0.39 -0.11 0.036
C 0.103288 3.641239 2.594541 0.11 0.01 0.04 -0.350
C -0.093886 5.113588 2.236156 -0.02 0.05 -0.03 -0.048
C 0.022330 3.427636 4.109401 -0.01 0.02 0.02 -0.047
N 3.334415 0.302669 -1.061994 -0.08 0.19 0.06 -0.029
C 4.393841 0.087149 -1.858395 0.04 0.05 -0.02 -0.054
C 3.989777 0.178002 -3.170261 -0.02 -0.02 -0.04 0.000
C 2.618029 0.466173 -3.104329 -0.04 0.18 -0.07 -0.292
N 2.227473 0.515396 -1.829905 0.46 -0.37 -0.18 -0.025
C 1.726938 0.803848 -4.276880 0.01 0.02 0.02 -0.335
C 0.241922 0.988588 -3.955324 0.15 0.03 0.09 -0.052
C 2.252369 2.072520 -4.963524 0.02 0.01 -0.05 -0.044
H 0.135856 -4.904494 -0.918043 0.02 -0.01 0.03 0.092
H -0.416648 -4.670171 0.732108 0.02 0.03 -0.01 0.065
H -0.145591 -3.272075 -0.324331 0.03 0.00 0.00 0.046
H 2.336469 -4.317834 -0.416713 -0.01 0.04 -0.05 0.137
H 1.364156 -5.271065 2.311285 0.02 0.00 -0.05 0.077
H 1.673808 -6.307933 0.916864 0.01 0.03 0.01 0.086
H 3.005463 -5.432361 1.674644 -0.02 0.02 -0.01 0.085
H 2.809211 -3.373474 3.137027 0.01 0.03 -0.07 0.103
H 3.588300 -0.755267 3.049776 0.01 -0.04 -0.05 0.134
H 4.605820 0.401524 0.742488 -0.15 0.07 0.00 0.123
H 4.512803 2.985690 0.997026 -0.04 0.02 0.03 0.138
H 2.852329 4.832875 2.141722 -0.01 -0.03 -0.03 0.118
H -0.686716 3.054829 2.119989 0.00 0.00 -0.03 0.117
H 0.584407 5.753482 2.806743 0.00 -0.03 -0.03 0.084
H 0.069435 5.300284 1.172930 -0.02 -0.03 0.02 0.075
H -1.114011 5.416986 2.473690 0.03 0.01 0.02 0.089
H 0.827284 3.966030 4.615942 -0.03 -0.01 -0.01 0.087
H -0.928034 3.811065 4.486135 0.03 -0.01 -0.01 0.085
H 0.097607 2.370383 4.361267 0.00 0.01 -0.01 0.069
H 5.362491 -0.107494 -1.427359 -0.01 0.05 -0.03 0.127
H 4.595944 0.065363 -4.053841 -0.01 0.03 0.03 0.114
H 1.823321 -0.014653 -4.996468 -0.04 -0.06 0.02 0.139
H 0.080563 1.747635 -3.181271 0.08 0.01 -0.02 0.056
H -0.265801 1.367469 -4.842199 -0.08 -0.06 0.02 0.099
H -0.257785 0.063998 -3.671348 0.00 -0.01 -0.04 0.049
H 2.105399 2.944568 -4.323694 0.00 -0.02 -0.01 0.068
H 3.314684 1.999963 -5.198245 -0.02 -0.02 0.01 0.080
H 1.708320 2.241039 -5.894422 0.02 0.01 0.02 0.087
C -3.500684 -1.556828 3.821420 0.04 -0.21 -0.05 -0.041
C -2.935045 -0.815413 2.589687 0.02 -0.08 -0.08 -0.129
N -2.091921 -1.720234 1.805890 0.17 -0.23 0.14 -0.110
C -1.106974 -2.338453 2.700197 -0.12 0.11 -0.04 -0.136
C -1.796850 -3.344028 3.641377 -0.21 0.03 0.04 -0.053
N -3.272769 -3.036156 3.593807 0.08 0.12 -0.09 -0.082
C -3.815684 -3.431221 2.243962 0.01 0.06 0.12 -0.044
C -2.911144 -2.765187 1.185405 -0.12 0.21 0.07 -0.124
H -4.571266 -1.410895 3.953669 -0.01 0.00 -0.01 0.134
H -2.990208 -1.305807 4.749521 0.02 0.01 0.02 0.134
H -2.336790 0.033146 2.907094 0.03 0.04 0.00 0.112
H -3.738667 -0.447801 1.956151 -0.02 0.01 -0.02 0.097
H -0.625459 -1.546991 3.267314 0.05 0.05 0.00 0.113
H -0.337057 -2.842123 2.125302 0.04 -0.02 -0.04 0.094
H -1.474460 -3.257083 4.676957 0.02 0.01 0.02 0.134
H -1.686092 -4.379518 3.321054 0.00 -0.01 -0.01 0.130
H -3.751499 -3.562259 4.319528 -0.01 -0.01 0.00 0.184
H -4.843798 -3.073897 2.205476 -0.01 0.01 -0.02 0.136
H -3.814973 -4.518551 2.194576 0.01 -0.01 -0.01 0.134
H -3.531922 -2.335593 0.403438 0.06 0.02 -0.01 0.095
H -2.257901 -3.493942 0.716535 0.06 -0.06 -0.01 0.106
O -0.096510 0.591466 2.450978 -0.02 -0.01 0.21 0.009
C 0.522103 0.749427 1.440250 -0.16 0.30 0.92 -0.300